C29H25Cl2N6O2RuS2 as an isolated structure, computed with ωB97M-V/def2-TZVPD.

HOMO-LUMO gap (spin up / spin down)   0.2005 / 0.1974 Ha
Net charge   +2
LUMO level (spin up / spin down)   -6.715 / -6.769 eV
Relative energy (zero: lowest compared OMol25 entry of this formula, charge and spin)   2.149 eV
Highest occupied orbital energy (spin up / spin down)   -12.170 / -12.140 eV
Max |F|   0.065 hartree/bohr
Multiplicity   2

```
67
Properties=species:S:1:pos:R:3:forces:R:3
Ru -0.182 -0.081 -0.285 0.685 -0.624 2.827
Cl -3.282 -4.089 0.735 -0.198 -0.157 -0.154
C -2.370 -3.229 1.904 0.669 0.858 -0.532
C -2.503 -3.533 3.260 0.149 0.045 0.534
C -1.811 -2.836 4.222 -0.132 -0.013 -0.560
Cl -2.042 -3.222 5.878 0.011 -0.028 0.254
C -0.930 -1.789 3.845 -0.022 -0.145 0.078
C -0.212 -0.982 4.747 0.160 0.163 -0.093
C 0.595 0.016 4.262 -0.058 -0.175 0.144
C 0.707 0.200 2.878 0.030 0.011 -0.081
N 0.045 -0.545 2.016 0.258 1.045 -1.613
C -0.776 -1.514 2.468 -0.615 -0.509 -0.246
C -1.520 -2.202 1.458 -0.493 -0.409 1.874
O -1.426 -1.828 0.234 1.236 1.599 -2.646
H -3.173 -4.326 3.561 -0.006 -0.013 -0.042
H -0.307 -1.154 5.810 -0.001 0.004 0.010
H 1.151 0.661 4.927 0.024 -0.003 -0.002
H 1.346 0.975 2.479 -0.055 -0.022 0.009
S 2.210 1.023 -0.099 -1.242 -0.247 -0.309
C 2.473 -0.325 -1.069 0.403 0.254 0.331
N 3.513 -0.410 -1.943 -0.088 -0.548 -0.067
C 3.597 -1.422 -2.839 -0.047 0.101 0.140
C 2.644 -2.399 -2.833 0.078 -0.310 0.163
C 1.675 -2.353 -1.822 0.135 0.101 0.055
N 1.599 -1.341 -0.971 -0.811 0.072 -0.755
H 4.240 0.293 -1.892 -0.088 0.131 -0.094
H 4.430 -1.407 -3.526 0.035 0.043 0.012
H 2.677 -3.213 -3.541 0.036 -0.008 0.012
H 0.956 -3.153 -1.682 -0.121 0.068 -0.098
S -1.518 1.792 0.511 0.638 -0.810 -0.333
C -2.948 0.834 0.624 -0.583 0.088 -0.271
N -3.600 0.795 1.808 0.035 -0.107 -0.263
C -4.736 0.091 2.008 -0.120 -0.031 0.113
C -5.284 -0.621 0.984 -0.019 -0.041 -0.220
C -4.654 -0.600 -0.269 0.003 0.008 0.193
C -3.502 0.127 -0.451 0.016 0.036 0.226
H -3.200 1.336 2.565 0.005 -0.055 0.063
H -5.167 0.123 2.998 0.060 0.085 0.021
H -6.199 -1.173 1.135 0.024 -0.032 0.071
H -5.081 -1.158 -1.091 0.000 0.016 -0.026
H -2.996 0.165 -1.407 -0.019 0.016 0.016
C 1.503 2.750 -6.044 0.046 0.072 -0.267
N 0.932 2.527 -4.731 -0.118 0.156 0.026
N 0.320 1.349 -4.369 -0.044 -0.295 0.478
C 0.070 1.378 -3.015 0.364 0.587 -0.118
O -0.474 0.396 -2.413 0.001 -0.721 1.232
C 0.531 2.631 -2.557 -0.117 -0.222 -0.010
C 1.060 3.299 -3.638 -0.135 -0.149 0.085
C 1.708 4.634 -3.674 0.106 0.030 -0.140
C -0.155 0.379 -5.298 -0.134 -0.090 -0.186
C -0.827 0.770 -6.450 0.020 0.064 0.105
C -1.273 -0.194 -7.340 -0.001 0.028 0.019
C -1.076 -1.539 -7.070 -0.014 -0.045 -0.064
C -0.449 -1.925 -5.895 0.024 0.033 -0.012
C 0.020 -0.968 -5.009 0.071 0.033 -0.078
H 1.617 1.799 -6.558 0.013 0.006 0.034
H 2.483 3.211 -5.944 -0.026 -0.012 0.085
H 0.869 3.401 -6.646 0.000 -0.034 0.012
H 0.456 2.988 -1.547 0.015 0.077 -0.018
H 1.644 5.095 -2.692 0.013 0.012 -0.002
H 1.235 5.296 -4.400 -0.041 -0.025 0.000
H 2.761 4.547 -3.948 0.012 0.033 0.031
H -1.003 1.818 -6.651 -0.023 0.006 0.010
H -1.791 0.112 -8.239 0.023 -0.005 -0.023
H -1.410 -2.285 -7.778 -0.054 -0.016 0.028
H -0.316 -2.974 -5.670 -0.001 -0.011 -0.016
H 0.509 -1.262 -4.095 0.024 0.032 0.050
```
Forces are in eV/Å.



C29H25ClIrN6O12 as an isolated structure, computed with ωB97M-V/def2-TZVPD.

HOMO-LUMO gap   0.2342 Ha
Net charge   +1
LUMO level   -4.324 eV
Relative energy (zero: lowest compared OMol25 entry of this formula, charge and spin)   1.210 eV
Highest occupied orbital energy   -10.698 eV
Max |F|   0.046 hartree/bohr

```
74
Properties=species:S:1:pos:R:3:forces:R:3
Ir -0.280 0.254 0.543 1.592 -1.046 1.384
Cl 3.791 -0.767 6.315 -0.184 0.013 -0.111
C 2.482 -0.629 5.179 0.113 -0.193 0.286
C 1.497 -1.629 5.127 -0.166 -0.183 -0.063
C 0.475 -1.572 4.209 -0.085 -0.163 0.347
C 0.389 -0.517 3.284 -0.630 0.068 -0.400
O -0.579 -0.539 2.391 -0.510 -0.342 0.581
C 1.345 0.512 3.394 0.479 -0.087 -0.155
C 1.266 1.658 2.571 -0.159 0.202 0.183
O 0.494 1.832 1.610 0.582 0.427 -0.807
C 2.389 0.440 4.351 -0.035 0.347 -0.260
H 1.554 -2.459 5.822 -0.001 0.045 -0.056
H -0.296 -2.335 4.180 0.083 0.012 0.026
H 1.916 2.498 2.833 -0.102 0.132 0.005
H 3.118 1.241 4.409 -0.055 -0.038 -0.036
C 2.946 1.268 -4.143 -0.112 0.026 0.041
O 1.862 2.043 -3.631 0.131 -0.129 0.000
C 0.614 1.555 -3.756 0.326 -0.104 -0.205
C 0.287 0.360 -4.390 -0.044 -0.105 -0.036
C -1.042 0.004 -4.571 0.040 0.040 0.025
C -2.062 0.842 -4.138 0.058 -0.009 -0.020
C -1.731 2.013 -3.479 -0.225 -0.003 0.097
C -0.408 2.347 -3.250 -0.197 0.432 0.370
N -0.145 3.575 -2.563 -0.395 -0.356 -0.353
C 0.811 3.982 -1.765 0.144 0.176 0.184
C 1.826 3.293 -1.088 0.245 0.437 -0.029
C 2.927 4.072 -0.637 -0.126 0.102 -0.180
C 4.005 3.495 -0.037 0.123 -0.176 0.067
C 4.016 2.091 0.119 -0.121 -0.015 -0.134
C 2.948 1.317 -0.269 0.176 -0.047 0.288
C 1.783 1.908 -0.801 -0.761 -0.577 -0.095
O 0.664 1.262 -1.008 0.039 0.110 -0.727
H 3.838 1.858 -3.970 0.037 0.030 0.024
H 2.826 1.090 -5.212 -0.006 0.007 -0.019
H 3.027 0.317 -3.614 -0.015 -0.017 0.016
H 1.070 -0.292 -4.749 -0.036 0.034 -0.016
H -1.278 -0.926 -5.073 0.017 0.039 0.015
H -3.099 0.590 -4.316 0.049 0.001 0.011
H -2.511 2.672 -3.111 0.029 -0.026 0.000
H -0.842 4.280 -2.755 0.038 0.076 -0.199
H 0.800 5.060 -1.626 -0.041 -0.013 0.049
H 2.915 5.143 -0.819 -0.021 -0.072 0.027
H 4.847 4.093 0.283 -0.025 -0.033 0.006
H 4.883 1.611 0.560 -0.037 0.025 -0.038
H 2.951 0.246 -0.127 0.054 0.011 0.048
C -4.744 0.046 -1.295 0.169 0.097 -0.077
N -3.407 0.193 -0.727 -0.194 0.019 -0.018
C -2.904 1.349 -0.338 0.125 0.124 0.050
N -3.608 2.487 -0.567 -0.034 0.104 0.046
O -1.774 1.519 0.219 -0.646 0.642 0.390
H -5.038 -0.992 -1.207 0.006 0.000 -0.019
H -4.763 0.332 -2.348 0.008 0.055 0.009
H -5.474 0.641 -0.745 -0.012 -0.032 0.043
H -2.859 -0.646 -0.563 0.035 0.006 0.039
H -4.586 2.429 -0.785 -0.026 0.016 -0.004
H -3.309 3.287 -0.035 0.016 0.004 0.002
O 0.666 -6.700 2.987 -0.079 0.063 -0.063
N -0.456 -6.426 2.615 -0.058 0.039 0.026
O -1.426 -7.149 2.688 0.089 0.088 0.002
C -0.662 -5.092 2.021 -0.071 -0.380 0.086
C -1.940 -4.687 1.678 -0.193 -0.095 -0.050
C -2.126 -3.483 1.055 -0.270 0.022 -0.139
C -1.065 -2.583 0.732 -0.177 0.596 -0.438
O -1.280 -1.478 0.102 -0.362 -0.681 -0.472
C 0.197 -3.042 1.206 0.244 0.121 0.187
C 0.404 -4.272 1.817 0.317 0.203 0.030
N 1.333 -2.177 1.134 -0.546 0.027 -0.514
O 1.256 -1.173 0.359 0.657 0.385 0.579
O 2.334 -2.410 1.728 0.416 -0.241 0.069
N -3.529 -3.152 0.746 0.083 -0.125 0.009
O -4.379 -3.600 1.482 0.113 0.080 -0.037
O -3.758 -2.483 -0.246 0.092 -0.192 0.054
H -2.789 -5.319 1.889 -0.009 -0.018 0.018
H 1.395 -4.575 2.118 0.043 0.020 0.049
```
Forces are in eV/Å.



C29H26Cl2HoN5O2S2Si as an isolated structure, computed with ωB97M-V/def2-TZVPD.

HOMO-LUMO gap (spin up / spin down)   0.2497 / 0.2506 Ha
Net charge   0
LUMO level (spin up / spin down)   -0.377 / -0.360 eV
Highest occupied orbital energy (spin up / spin down)   -7.173 / -7.179 eV
Max |F|   0.045 hartree/bohr
Multiplicity   5

```
68
Properties=species:S:1:pos:R:3:forces:R:3
Ho 0.115 0.290 0.294 1.457 0.311 -1.002
Cl -4.031 5.890 -1.142 -0.129 -0.010 -0.170
C -2.801 4.887 -0.459 0.179 0.141 0.341
C -2.482 3.688 -1.071 0.069 -0.150 -0.030
C -1.508 2.845 -0.533 -0.095 0.787 0.459
N -1.163 1.603 -1.074 0.102 -0.409 0.410
C -1.743 1.102 -2.173 -0.121 -0.094 -0.217
O -2.603 1.589 -2.905 0.312 -0.209 0.138
C -1.229 -0.293 -2.535 -0.206 -0.239 -0.444
C -1.771 -0.895 -3.670 0.048 0.170 0.105
C -1.356 -2.156 -4.043 0.211 0.019 0.247
C -0.402 -2.797 -3.259 -0.091 0.138 -0.014
C 0.087 -2.138 -2.148 0.254 -0.135 0.184
N -0.301 -0.911 -1.784 -0.632 0.252 -0.279
C -0.826 3.250 0.661 -0.632 0.508 -0.510
C -1.155 4.475 1.240 0.067 -0.131 0.039
C -2.144 5.276 0.700 -0.203 -0.076 -0.338
Cl -2.573 6.750 1.494 0.104 0.113 0.128
N 0.120 2.367 1.189 -0.099 -0.379 -0.139
C 0.819 2.625 2.303 0.111 0.146 0.269
O 0.799 3.608 3.041 0.082 -0.360 -0.154
C 1.777 1.497 2.671 0.304 0.087 0.387
C 2.308 1.485 3.961 -0.091 -0.006 -0.140
C 3.219 0.507 4.309 -0.054 -0.068 -0.261
C 3.611 -0.411 3.339 -0.064 0.136 0.065
C 3.032 -0.335 2.088 0.123 -0.261 -0.202
N 2.118 0.579 1.753 -0.468 0.277 0.379
H -3.004 3.392 -1.967 0.051 0.052 0.095
H -2.510 -0.339 -4.228 -0.021 0.036 0.023
H -1.759 -2.635 -4.923 -0.043 -0.033 -0.033
H -0.055 -3.788 -3.504 0.077 -0.064 0.042
H 0.833 -2.605 -1.508 -0.080 0.009 -0.064
H -0.639 4.792 2.132 -0.078 -0.009 -0.029
H 1.980 2.245 4.656 0.003 0.034 -0.052
H 3.625 0.453 5.309 0.024 0.044 0.035
H 4.347 -1.171 3.558 0.002 -0.067 -0.052
H 3.312 -1.029 1.300 -0.049 -0.004 0.086
S 2.704 0.647 -1.269 -0.025 0.172 0.277
C 3.661 0.361 -2.579 0.211 -0.139 -0.259
N 4.503 1.271 -3.078 -0.193 0.021 0.242
C 5.239 0.957 -4.276 0.140 -0.020 -0.445
C 5.298 -0.564 -4.338 -0.150 -0.292 0.207
S 3.798 -1.153 -3.459 0.095 0.360 -0.023
H 4.463 2.216 -2.727 -0.068 -0.009 0.124
H 6.242 1.381 -4.213 -0.060 -0.015 -0.067
H 4.737 1.374 -5.159 0.047 -0.080 0.130
H 6.164 -0.958 -3.806 -0.018 0.056 -0.075
H 5.292 -0.944 -5.355 0.018 0.026 -0.009
C -1.096 -1.007 3.793 0.141 -0.034 -0.650
Si -0.752 -1.704 2.008 -0.867 -1.372 1.615
C 0.139 -3.373 2.455 -0.174 0.558 -0.449
C -2.512 -2.235 1.403 0.656 0.315 0.060
C -3.408 -1.229 1.041 0.116 0.120 0.071
C -4.666 -1.525 0.548 -0.179 0.133 -0.118
C -5.052 -2.846 0.374 -0.002 -0.015 -0.017
C -4.175 -3.859 0.723 -0.082 -0.075 -0.056
C -2.925 -3.552 1.234 0.124 -0.048 0.006
H -1.557 -1.751 4.441 -0.066 -0.171 -0.012
H -1.755 -0.142 3.759 -0.082 0.144 0.018
H -0.163 -0.692 4.257 0.152 0.078 0.081
H -0.488 -3.984 3.101 -0.141 -0.021 0.087
H 1.070 -3.186 2.986 0.134 0.097 0.065
H 0.381 -3.958 1.569 0.042 -0.121 -0.107
H -3.110 -0.185 1.158 -0.127 -0.042 -0.028
H -5.345 -0.726 0.284 -0.045 0.072 -0.036
H -6.023 -3.082 -0.041 -0.038 0.013 0.033
H -4.460 -4.893 0.590 -0.050 -0.093 -0.003
H -2.250 -4.352 1.500 0.066 -0.176 0.034
```
Forces are in eV/Å.